[1]
{
  "formula": "C26H67Be3N6O12",
  "method": "wB97M-V/def2-TZVPD",
  "total_energy_ev": -62742.0554,
  "largest_force_ev_per_a": 6.688,
  "spin_multiplicity": 2,
  "orbital_gap_ev": [4.6063, 6.5801],
  "total_charge": 2,
  "homo_ev": [-11.325, -13.298],
  "symbols": ["N", "H", "H", "Be", "H", "H", "H", "C", "C", "C", "H", "C", "C", "H", "H", "C", "N", "O", "H", "C", "H", "O", "O", "C", "H", "O", "H", "H", "C", "C", "C", "H", "H", "H", "O", "H", "H", "H", "H", "H", "O", "C", "H", "H", "H", "C", "C", "H", "H", "H", "H", "C", "O", "H", "H", "H", "H", "H", "N", "H", "N", "H", "O", "H", "O", "C", "O", "H", "H", "H", "H", "C", "H", "H", "H", "C", "H", "C", "O", "C", "H", "N", "H", "C", "H", "H", "H", "H", "C", "N", "H", "H", "H", "H", "H", "C", "H", "C", "H", "H", "H", "C", "H", "H", "H", "Be", "H", "Be", "H", "H", "H", "H", "C", "O"],
  "positions_angstrom": [[0.45252, 2.35996, -2.97607], [-3.31412, 0.34315, -6.48403], [5.25019, -1.85038, 0.91476], [-0.79439, 4.09960, -1.55511], [-0.57690, 0.99670, -4.13659], [1.75232, 0.12929, -4.10981], [-0.21736, -2.08488, 2.94189], [-2.95026, 5.13653, 0.43731], [2.93303, -3.51138, -1.53688], [-4.28653, -0.30434, 3.26521], [4.39360, 1.00805, 0.65193], [-0.76812, -3.38992, 1.48564], [-3.82582, 2.08678, 3.96141], [2.95906, -0.63194, -2.21669], [2.05702, -4.11429, -1.29767], [3.66761, -0.90327, 5.34190], [2.43020, -0.77207, 3.35109], [1.16681, 0.86789, -0.62626], [2.55544, 0.22889, 3.40105], [-0.21115, 2.72332, -5.33283], [-3.79528, 3.07618, -2.80908], [-3.22327, 0.84304, -4.53375], [-4.14327, 5.31142, 0.94213], [-1.13687, -2.41913, 0.31255], [4.09292, -3.63867, 4.13696], [-3.19587, 3.27836, 3.55832], [-5.35329, -0.08062, 3.25704], [3.79689, -4.03034, -1.12150], [0.50336, 1.37367, 0.32914], [-3.53233, 4.42583, 4.33785], [-3.66185, -0.09176, -5.54700], [-4.45121, 1.35486, -0.86309], [0.56414, 3.48185, -5.44087], [-4.91289, 2.13868, 3.90056], [-2.20190, 4.28364, 0.89129], [6.31001, -1.84095, -0.40337], [5.17607, 0.26915, -1.46693], [-3.65855, 1.39082, 2.00071], [-1.34924, -1.42741, 0.71193], [-0.31708, 2.24458, -6.30631], [-0.02771, -2.29642, -0.57270], [-2.94403, 1.33810, -2.23099], [0.48515, -1.38376, -2.29560], [-3.24691, 4.29567, 5.38173], [-1.96557, -2.92549, -0.18236], [-3.48420, 0.97326, 2.99236], [-3.60050, 0.44467, -3.23303], [0.44117, -3.49479, 3.01235], [4.19034, 0.69011, -4.44406], [-2.78507, -3.99550, 1.59036], [-2.01810, 0.24462, 4.03883], [-2.01714, -3.57955, 2.24257], [2.99801, -2.21621, -0.99595], [-1.86702, -0.21418, 2.57931], [1.34877, 0.53726, -5.66323], [0.65880, 1.62520, -2.31452], [-3.19624, -1.07009, -5.42796], [-1.91146, -4.16997, 3.15271], [-2.09709, 0.61782, 3.10364], [1.75314, -1.08290, 4.03305], [3.83711, 0.31829, 0.16754], [-0.88476, -2.46819, -2.41383], [2.57271, 1.96419, -4.65212], [4.52265, -1.39981, 5.80063], [-2.63916, 5.77134, -0.59338], [5.67379, -1.17106, 0.17505], [-0.13755, 2.39782, 0.15227], [4.38351, -1.13708, 3.30158], [-0.91512, -0.74929, -1.63722], [-4.67902, 0.58968, -3.17088], [1.39532, 2.72201, -2.96284], [-0.42047, -1.70945, -1.78387], [-1.92961, 0.93939, -2.22224], [-4.66791, -0.50168, -5.45814], [-2.59486, 2.63809, -3.58852], [3.29350, -2.99507, 3.76980], [4.47615, 2.20713, -5.02479], [3.11068, -4.70315, 2.25943], [3.19434, -3.27093, 2.44029], [3.54622, -1.46566, 3.91728], [3.72810, 0.18366, 5.39704], [-2.84906, 2.77719, -2.62098], [2.80951, -3.51665, -2.61985], [3.70795, -1.21750, -1.68340], [3.65740, 1.13794, -6.21739], [-4.30271, -1.05974, 2.47958], [-3.53277, 1.86881, 4.98839], [4.01349, -5.29185, 2.42215], [4.66025, -0.40448, -0.78262], [0.22140, -2.77034, 2.34379], [4.27379, -1.64692, -2.51014], [2.79582, -1.13638, 5.95326], [-3.28949, -0.59124, -3.09788], [-1.11956, 3.23627, -5.01696], [-3.11785, 5.34929, 3.93345], [0.21840, 1.72068, -4.31395], [-3.04773, 1.91615, -0.13037], [3.76653, 1.39138, -5.16289], [-4.22720, 4.66249, 1.64459], [-0.35250, -4.35226, 1.18687], [6.28529, -0.51759, 0.79725], [-3.38569, 1.13193, -0.80777], [3.12126, 0.77373, -0.38040], [-3.32625, 0.14676, -0.34516], [2.80063, -4.93378, 1.24022], [1.76462, -1.27446, 0.93131], [2.40318, -3.25344, 4.34309], [-0.81183, 2.76177, 2.60164], [2.28955, -4.97930, 2.92093], [-4.60758, 4.59643, 4.39090], [-4.13536, -0.59942, 4.30356], [-2.35533, -2.57840, 2.50984], [1.50766, 1.01482, -4.69639], [0.40060, 0.77914, 1.38890]],
  "atomic_forces_ev_per_a": [[-0.29, 1.30, 0.41], [-0.75, -0.18, -0.05], [-0.95, 0.13, -0.22], [-1.94, -2.59, 1.23], [0.00, -0.19, -0.22], [-0.04, 0.08, 0.88], [-0.27, 0.58, -0.12], [1.05, -0.07, -1.99], [0.23, -0.92, -0.25], [-1.99, 1.35, -0.02], [-0.10, 0.06, 0.30], [-0.11, 1.09, -0.93], [-0.32, -0.22, -0.06], [0.04, 0.83, 0.37], [-0.35, 0.67, 0.99], [0.66, -1.36, 0.21], [-1.60, -0.87, -2.05], [1.43, -1.57, -1.29], [-0.20, 0.14, 0.05], [0.33, 0.53, -0.28], [-0.60, 0.79, 0.76], [-0.19, -0.61, -0.60], [-1.47, 0.70, 0.53], [1.31, -1.88, 0.61], [0.31, 0.44, 0.74], [0.27, 0.42, -0.60], [-0.30, 0.38, 0.12], [0.16, -0.40, -0.76], [1.27, -1.61, -3.27], [-0.54, 0.06, 0.63], [1.06, -0.41, 0.59], [-0.56, -0.19, 0.41], [0.05, 0.07, -0.04], [-0.22, 0.53, 0.29], [2.00, -2.67, 1.64], [0.42, 0.28, -0.10], [0.36, 0.03, 0.02], [-0.13, -0.19, -0.15], [-0.48, 0.07, 0.03], [-0.33, 0.10, 0.03], [0.41, 0.07, 1.38], [2.79, -0.60, 1.10], [0.26, -0.27, -0.02], [0.44, -0.01, 0.02], [-0.24, 0.54, -0.32], [-0.56, -0.77, -0.33], [-1.08, 0.56, -0.83], [0.93, -0.13, 0.15], [-0.39, -1.02, -0.48], [-0.15, -0.27, 0.28], [0.46, 0.33, 0.67], [-1.38, -0.06, 0.25], [-1.68, 0.55, 2.03], [0.06, 0.23, -0.88], [0.25, 0.48, -0.69], [-0.76, -0.64, 1.16], [1.15, 0.00, 0.15], [-0.02, -0.09, -0.10], [1.66, 0.80, 0.38], [-1.32, 0.84, -0.35], [-1.25, -0.21, -0.23], [-0.60, 0.31, 0.04], [-1.01, -1.13, -0.34], [0.11, 0.44, 0.41], [0.74, 0.56, -1.94], [-0.10, -0.78, -1.48], [-3.14, 5.89, -0.39], [0.54, -0.54, 0.23], [-0.74, -0.30, 0.10], [-0.43, -0.56, 0.19], [0.38, 0.83, -0.65], [1.30, 0.60, -0.89], [0.66, 0.62, -0.24], [-0.78, 1.42, -0.23], [0.80, 0.45, -0.60], [1.22, 1.53, 1.36], [0.18, 0.14, -0.72], [-1.13, 0.62, -0.48], [0.06, -1.12, -2.45], [1.15, 0.44, 0.32], [0.46, -0.07, -0.37], [0.37, -1.09, -0.13], [0.90, 0.29, -0.23], [0.94, -0.33, -0.72], [0.24, -0.50, 0.23], [1.03, -0.25, 0.28], [-0.03, -0.31, 0.25], [0.23, 0.47, 0.53], [0.23, -1.16, 1.73], [1.11, 0.59, -0.48], [0.35, -0.42, 0.16], [-0.20, -0.36, -0.06], [-0.27, -0.21, 0.43], [-0.12, -0.14, -0.26], [0.43, -0.44, -0.20], [0.18, 0.04, 1.38], [0.72, -0.14, -0.11], [0.62, 1.83, 0.97], [-0.07, -0.14, 0.37], [-0.01, 0.17, -0.65], [0.06, 0.44, -0.54], [-2.16, 1.10, 0.15], [-0.55, 0.66, 0.34], [0.46, -0.10, -0.41], [-0.03, 0.37, -0.07], [-0.13, 1.35, 0.64], [-0.55, -0.14, 0.10], [-0.56, -0.84, -1.05], [0.15, -0.81, 0.10], [-0.30, -0.28, -0.35], [0.44, -0.70, -0.23], [-0.32, 0.04, 0.34], [0.02, 0.00, -0.34], [0.38, -3.40, 4.78]]
}

***

[2]
{
  "formula": "C26H68Cl2N4O20P4",
  "method": "wB97M-V/def2-TZVPD",
  "total_energy_ev": -137187.4380,
  "largest_force_ev_per_a": 1.284,
  "smiles": "COP(=O)(OC)OC.COP(=O)(OC)OC.COP(=O)(OC)OC.COP(=O)(OC)OC.CNC(C)=O.CNC(C)=O.CNC(C)=O.CNC(C)=O.ClCCCl",
  "orbital_gap_ev": 9.6364,
  "homo_ev": -9.228,
  "symbols": ["H", "H", "C", "O", "P", "C", "H", "H", "O", "O", "H", "H", "C", "C", "C", "O", "H", "H", "C", "H", "H", "H", "H", "Cl", "H", "H", "P", "H", "C", "C", "C", "C", "H", "H", "H", "H", "H", "H", "C", "O", "H", "H", "H", "H", "C", "N", "O", "P", "C", "C", "O", "H", "O", "H", "H", "C", "O", "O", "O", "H", "O", "N", "H", "C", "H", "C", "C", "H", "H", "H", "H", "H", "H", "H", "H", "H", "O", "O", "C", "O", "H", "H", "N", "H", "H", "H", "C", "H", "H", "H", "C", "H", "H", "C", "P", "Cl", "H", "H", "H", "H", "O", "H", "H", "O", "C", "H", "H", "C", "H", "H", "H", "O", "O", "H", "O", "C", "H", "C", "N", "H", "H", "H", "H", "H"],
  "positions_angstrom": [[-4.22077, 0.72536, 9.06004], [6.79269, -3.26720, -5.68701], [-4.51987, 0.83708, 8.01585], [4.36327, -2.43882, -5.04287], [-2.93978, 3.32624, 4.60435], [1.00249, -6.36311, -6.46697], [-0.64416, 2.86220, -2.66246], [-4.67404, 5.64779, 3.03889], [-1.06993, 0.41792, 6.44925], [1.55467, -5.27248, -3.92345], [-2.22640, -0.54530, 4.94392], [-1.02941, 3.93498, 2.82237], [-0.89170, 0.28307, -0.02249], [1.11471, -4.54676, -4.79805], [-1.47392, 0.58263, 1.34519], [4.48180, 3.87948, -1.63041], [3.14487, 5.02668, -2.77344], [-3.20519, 5.03105, 7.34148], [0.91070, -3.06980, -4.57993], [1.69759, -1.52103, -1.08311], [0.66833, 2.95655, 0.50735], [1.86370, 1.61374, 0.62645], [-1.63600, 1.65175, 1.42663], [-2.50097, 3.98077, -3.61395], [0.83787, -2.83608, -3.52228], [0.25060, -1.12456, -2.08647], [-4.61937, -3.43012, -2.60584], [-2.70205, -1.67148, -1.94901], [0.87804, -0.82563, -1.25222], [1.70741, 2.68922, 0.68671], [-2.70108, 4.09290, 7.09833], [5.04840, -1.91020, -4.18426], [-2.38363, -0.00154, 1.47747], [1.35813, 0.11554, -1.55444], [-4.91960, 1.84783, 7.93229], [-0.75675, 0.25230, 2.09939], [3.98479, 2.12646, -3.88047], [-4.35857, 6.31914, 4.65508], [-4.38806, 5.40756, 4.05962], [1.47804, -0.33562, 3.00042], [-5.14527, 4.75291, 4.49204], [-5.98745, -4.84673, -5.27834], [4.82857, 1.76236, 1.99833], [-2.06299, 1.05531, -3.47151], [-1.05836, 2.94717, -3.66354], [0.17405, -0.54938, -0.02564], [2.43600, 2.70865, -2.52908], [-2.06825, 0.03176, 7.59261], [4.08060, 5.10934, -2.21788], [2.66903, -0.37575, 2.70813], [-3.39671, 0.73471, 7.14416], [5.16201, -1.68565, -2.02681], [-3.60708, 2.29250, 3.83367], [1.97232, 3.00161, 1.69864], [1.46063, -6.43032, -7.45745], [-1.26163, -0.06684, 5.12115], [-5.23337, -4.66300, -3.36667], [4.03661, 1.47553, -0.96257], [-3.09238, -3.49130, -2.96709], [-7.11111, -2.76015, -3.34289], [-5.10303, -2.15860, -3.42469], [3.52419, 0.58330, 3.14190], [-0.50869, -0.82026, 4.88613], [-0.48215, 3.56873, 3.68915], [-4.44345, -3.99649, -5.21010], [7.09388, -2.23532, -5.51055], [-1.44465, 1.58641, -4.18800], [-0.79845, -2.80393, 7.22323], [2.49920, -2.27838, 1.81561], [-1.19510, 0.72591, 4.38504], [2.63529, 3.10276, -4.52338], [4.81361, 5.42867, -2.96148], [-6.79217, -1.00901, -3.13258], [-6.63465, -1.73297, -4.71456], [-2.69034, 3.46030, 7.98335], [-0.31094, 3.39152, -4.31803], [2.56342, 3.44219, -0.18611], [-3.08773, 4.80555, 4.05178], [3.25077, -1.49848, 1.89504], [-3.45621, 3.41807, 6.08516], [4.26493, -0.39756, -2.84168], [1.78219, -2.54178, -4.97795], [0.87989, -4.97647, -6.06871], [-1.59445, -3.02996, -1.63153], [0.02223, -6.83745, -6.53443], [0.18679, 4.34572, 4.05515], [-2.20185, -2.53706, -2.38775], [6.87822, -1.66117, -6.41041], [0.03448, -2.65233, -5.08406], [-1.68437, 4.31132, 6.78473], [-5.02323, -4.80367, -4.76326], [3.08922, 1.26914, 3.74044], [-2.18597, -3.34883, 8.20343], [4.48396, -1.46685, -2.85311], [3.42932, 2.75606, -1.30522], [0.04926, 0.61453, -4.38350], [1.67511, -6.87437, -5.78596], [8.15235, -2.22611, -5.26551], [-4.53128, -5.75621, -4.96422], [-1.10235, -2.12923, 8.85587], [-1.61834, 0.31299, 8.95411], [3.99934, 5.88912, -1.46302], [0.10487, 2.68818, 3.42606], [-4.92923, -3.41927, -1.19447], [2.91107, 2.31975, -3.81885], [4.14023, -1.91201, 2.36945], [3.55882, -2.00944, -2.67028], [4.84873, 0.88533, 2.64566], [0.43763, -1.02209, 0.82366], [3.52825, -1.12777, 0.90506], [-1.90646, 1.66580, -5.16655], [-1.38657, 3.14458, 4.71827], [-2.40740, -1.50706, 7.34996], [2.43175, 1.39527, -4.12609], [-1.25704, 0.84629, -1.04617], [-6.49164, -1.91924, -3.64812], [-1.55849, -2.12821, -3.16737], [-1.56146, -2.49756, 7.93862], [6.37472, -1.69693, -4.36621], [0.24383, -4.43079, -6.62528], [5.53145, 1.11923, 3.46532], [6.92130, -1.24082, -3.65841], [5.25469, 0.04415, 2.09547], [-5.27938, 0.11161, 7.73873]],
  "atomic_forces_ev_per_a": [[0.05, -0.28, -0.07], [-0.06, 0.01, -0.01], [0.00, 0.40, 0.41], [-0.01, 0.00, -0.09], [-0.34, -0.18, -0.05], [0.22, 0.07, -0.38], [-0.11, 0.01, 0.05], [0.05, -0.02, -0.04], [0.18, 0.29, -0.07], [-0.04, 0.01, -0.14], [-0.14, 0.16, 0.44], [0.07, 0.00, -0.06], [0.44, 0.61, 0.37], [0.27, -0.01, 0.38], [0.53, -0.73, -0.26], [0.28, -0.04, -0.28], [-0.14, -0.13, 0.30], [0.01, -0.05, -0.03], [-0.07, 0.48, -0.19], [-0.24, -0.26, 0.09], [0.00, -0.10, -0.23], [-0.01, -0.01, -0.28], [-0.36, 0.00, 0.04], [-0.07, 0.15, 0.01], [0.01, -0.21, 0.08], [-0.19, -0.20, 0.18], [0.01, 0.16, -0.07], [-0.25, -0.22, 0.11], [0.86, 0.95, -0.09], [0.14, 0.25, 0.60], [-0.32, 0.31, 0.26], [-0.11, -0.02, 0.13], [-0.22, 0.35, 0.04], [-0.03, -0.15, -0.27], [-0.03, -0.07, -0.30], [-0.10, 0.13, 0.12], [0.06, 0.33, 0.37], [0.16, 0.01, -0.04], [-0.25, 0.06, -0.02], [0.04, -0.03, -0.07], [0.09, -0.12, -0.06], [-0.02, 0.12, 0.22], [0.00, -0.09, -0.24], [-0.10, 0.02, -0.06], [0.40, -0.26, 0.03], [-0.40, -0.63, 0.01], [-0.12, 0.09, -0.14], [-0.31, -0.54, 0.24], [-0.07, 0.67, -0.58], [0.03, 0.11, 0.18], [-0.16, 0.10, -0.21], [0.08, 0.12, -0.06], [-0.46, -0.24, -0.32], [-0.08, -0.05, -0.01], [-0.04, 0.13, 0.01], [-0.12, -0.78, -0.97], [0.05, -0.15, -0.10], [0.28, -0.36, 0.15], [0.15, 0.07, -0.39], [0.00, -0.01, 0.11], [0.15, 0.11, -0.29], [-0.18, 0.03, 0.16], [0.19, 0.16, 0.17], [-0.05, -0.44, -0.09], [0.08, 0.05, 0.23], [-0.33, -0.01, 0.22], [0.08, -0.02, 0.16], [0.02, 0.00, 0.02], [-0.01, -0.01, -0.10], [0.18, 0.32, 0.32], [0.06, 0.01, -0.01], [0.26, -0.24, 0.26], [0.02, -0.13, 0.24], [0.06, -0.16, 0.02], [0.07, -0.08, -0.05], [-0.14, 0.19, -0.01], [-0.26, -0.10, -0.02], [0.16, 0.38, -0.09], [0.02, 0.03, -0.11], [0.31, -0.17, 0.32], [0.07, -0.01, 0.02], [0.06, -0.11, 0.04], [-0.35, -0.11, -0.25], [-0.02, -0.02, 0.02], [0.08, -0.23, 0.27], [-0.15, 0.05, 0.17], [0.44, 0.54, 0.07], [0.18, 0.00, -0.07], [-0.01, -0.19, -0.04], [0.05, -0.13, -0.06], [-0.26, -0.47, -0.85], [-0.06, 0.02, -0.07], [-0.02, -0.01, -0.17], [-0.09, -0.05, 0.13], [-0.12, 0.01, 0.26], [-0.18, -0.18, -0.17], [-0.26, -0.06, 0.23], [0.07, 0.12, -0.20], [0.15, 0.10, 0.18], [0.06, 0.11, -0.09], [0.27, 0.28, 0.01], [-0.08, -0.11, 0.11], [0.02, 0.05, -0.14], [-0.38, -0.01, 0.88], [0.10, -0.38, -0.57], [0.02, 0.01, -0.03], [-0.03, 0.01, -0.14], [0.20, 0.22, 0.12], [-0.02, 0.12, 0.07], [-0.01, -0.09, -0.04], [-0.10, -0.10, 0.01], [0.61, 0.62, 0.25], [-0.11, -0.03, 0.07], [-0.14, 0.08, 0.15], [-0.22, -0.07, -0.21], [-0.12, 0.36, -0.26], [-0.01, -0.27, -0.11], [-0.04, -0.17, 0.20], [0.35, -0.10, -0.07], [0.20, 0.24, 0.01], [-0.09, -0.17, 0.08], [-0.20, -0.03, 0.16], [-0.01, 0.01, -0.08], [0.03, -0.08, -0.01]]
}

***

> What is the formula in the first record?

C26H67Be3N6O12

***

> Which formula does entry 1 have?

C26H67Be3N6O12